Entry 1:
Computed, not measured: a structure of composition C28H61N10O5P3S, with the ωB97M-V functional and the def2-TZVPD basis.

Summary:
HOMO level   -8.00 eV
Spin multiplicity   1
Charge   0

CARTESIAN COORDINATES (ANGSTROEM)
1 C -5.0794 -0.6002 1.2178
2 C -4.5679 -2.0014 1.5810
3 C -4.2453 -2.2304 3.0599
4 C -2.9766 -1.5573 3.6196
5 N -3.1713 -0.1077 3.8200
6 C -2.2164 0.7703 3.2362
7 C -1.8672 1.9003 3.9272
8 C -2.5128 2.1132 5.2925
9 C -1.7097 1.5273 6.4553
10 O -2.0605 1.7109 7.5753
11 O -0.5930 0.8213 6.1278
12 C -0.9261 2.8831 3.4069
13 P -0.4749 4.4494 4.3270
14 N -1.8292 5.5040 3.9793
15 O -0.6398 4.1790 5.9560
16 C -0.2871 2.7305 2.1888
17 C 0.7153 3.7769 1.6984
18 C 0.7355 4.0251 0.1756
19 C 2.0125 3.4807 -0.4870
20 C 3.2156 4.3524 0.0027
21 C -0.6279 1.5456 1.4272
22 N -0.1944 1.1373 0.2373
23 S -0.9232 -0.2583 -0.1799
24 N -1.8426 -0.3953 1.1338
25 C -1.6000 0.5991 1.9512
26 H -5.5409 -0.0686 2.0547
27 H -4.3273 0.0501 0.7723
28 H -5.8665 -0.7146 0.4677
29 H -5.3797 -2.6954 1.3327
30 H -3.7305 -2.3231 0.9611
31 H -4.0914 -3.3068 3.1990
32 H -5.0746 -1.9552 3.7218
33 H -2.0708 -1.7948 3.0691
34 H -2.8484 -1.9871 4.6222
35 H -4.1235 0.1719 3.6364
36 H -2.6530 3.1741 5.4682
37 H -3.5001 1.6649 5.2832
38 H 0.0514 1.4225 5.7302
39 H -2.6657 5.1742 4.4678
40 H -2.0472 5.3295 2.9981
41 H -1.3986 4.6753 6.2902
42 H 0.5656 4.7269 2.1962
43 H 1.7063 3.4301 2.0140
44 H -0.1541 3.5775 -0.2698
45 H 0.7192 5.0976 -0.0357
46 H 2.1154 2.4393 -0.1799
47 H 1.9515 3.5262 -1.5758
48 H 2.8188 5.3534 0.1958
49 H 4.0193 4.3998 -0.7271
50 H 3.5454 3.9778 0.9715
51 O -2.7305 -1.9639 -2.1508
52 P -3.6647 -2.4015 -3.2410
53 N -5.1570 -1.8216 -2.5821
54 C -6.4797 -2.3197 -2.9112
55 C -5.2069 -0.3708 -2.3949
56 N -3.5200 -4.1038 -2.9763
57 C -4.6598 -4.9812 -2.7870
58 C -2.4416 -4.5388 -2.0932
59 N -4.3092 -2.6817 -4.8439
60 C -3.5167 -3.6131 -5.6871
61 C -4.3761 -1.4229 -5.6342
62 H -6.8072 -2.0691 -3.9301
63 H -7.2115 -1.8897 -2.2231
64 H -6.5637 -3.3930 -2.7824
65 H -5.3477 0.1748 -3.3385
66 H -4.2868 -0.0073 -1.9364
67 H -6.0277 -0.0940 -1.7330
68 H -5.1583 -4.8150 -1.8238
69 H -4.3372 -6.0254 -2.8221
70 H -5.3847 -4.8853 -3.5968
71 H -2.6872 -4.3872 -1.0352
72 H -1.5153 -4.0167 -2.3149
73 H -2.2406 -5.6021 -2.2494
74 H -2.4772 -3.2913 -5.7904
75 H -3.9641 -3.6686 -6.6813
76 H -3.5219 -4.6258 -5.3010
77 H -3.4018 -0.9325 -5.7078
78 H -5.0846 -0.7168 -5.2023
79 H -4.7280 -1.6283 -6.6440
80 O 5.5169 1.4893 0.1413
81 P 6.4853 0.4258 -0.2836
82 N 7.3900 1.3273 -1.4540
83 C 8.1334 0.7589 -2.5625
84 C 8.1124 2.4758 -0.9083
85 N 5.2939 -0.5502 -1.0712
86 C 5.3890 -1.0007 -2.4437
87 C 3.9183 -0.1754 -0.7463
88 N 7.6161 -0.9087 -0.2302
89 C 7.0640 -2.1757 0.3122
90 C 8.7834 -0.6022 0.6386
91 H 9.0341 0.2077 -2.2569
92 H 8.4576 1.5591 -3.2319
93 H 7.5257 0.1019 -3.1762
94 H 9.0174 2.1868 -0.3554
95 H 7.4772 3.0444 -0.2290
96 H 8.4202 3.1533 -1.7064
97 H 5.2755 -0.1783 -3.1616
98 H 4.6071 -1.7372 -2.6509
99 H 6.3262 -1.5268 -2.6337
100 H 3.6062 0.7267 -1.2841
101 H 3.8074 -0.0035 0.3191
102 H 3.2209 -0.9808 -0.9986
103 H 6.6417 -2.0461 1.3122
104 H 7.8584 -2.9227 0.3643
105 H 6.2980 -2.5991 -0.3275
106 H 8.4797 -0.3331 1.6539
107 H 9.3819 0.2123 0.2317
108 H 9.4454 -1.4646 0.7016

Cartesian forces, eV/Å:
C -0.17 -0.09 -0.49
C -0.64 -0.10 0.36
C 1.00 -0.22 -0.17
C -1.02 -0.17 0.88
N 0.92 -0.40 -0.85
C -0.24 0.66 0.45
C -0.18 0.20 0.04
C 0.42 -0.10 -0.94
C -0.42 0.91 -0.61
O -0.08 -0.44 0.64
O 0.18 -0.07 0.47
C -0.35 -0.43 0.28
P 1.05 0.51 -0.39
N -0.15 -0.90 0.40
O -0.44 0.17 -0.57
C -0.09 0.43 0.15
C 0.08 -0.53 -0.56
C 0.05 -0.34 -0.40
C 0.28 0.65 0.59
C -1.10 -0.50 0.05
C -0.56 -0.68 0.36
N 0.58 0.07 -0.56
S 0.09 1.42 1.02
N -0.26 -1.24 -0.57
C 0.26 0.60 0.32
H 0.05 -0.14 0.08
H 0.12 -0.06 0.18
H 0.04 0.14 0.00
H 0.06 -0.03 0.07
H 0.08 0.31 -0.01
H -0.11 0.04 0.05
H -0.11 0.05 -0.19
H -0.13 0.17 -0.26
H 0.18 -0.01 -0.08
H 0.02 0.03 -0.09
H -0.07 -0.10 0.23
H 0.03 -0.12 0.29
H -0.08 -0.12 -0.28
H -0.06 0.12 -0.08
H 0.03 0.36 -0.05
H 0.06 -0.20 0.36
H -0.04 -0.09 0.12
H -0.02 0.08 0.02
H 0.04 0.11 -0.11
H -0.25 0.00 0.14
H 0.23 -0.03 -0.23
H -0.17 -0.05 0.03
H 0.30 0.13 -0.22
H 0.17 -0.11 0.21
H 0.45 0.00 -0.19
O 1.34 2.00 -2.52
P -3.95 -4.33 3.64
N 0.18 0.64 -0.20
C -0.19 -0.18 -0.43
C 0.39 0.18 0.19
N 0.18 -0.05 0.21
C -0.23 -0.11 -0.59
C 0.20 0.16 0.07
N 2.65 1.46 -0.78
C -0.04 -0.42 -0.09
C -0.58 0.30 0.16
H 0.01 0.00 0.00
H 0.16 0.15 0.05
H 0.14 0.00 -0.12
H -0.12 0.02 0.05
H 0.03 -0.11 -0.03
H -0.04 -0.13 0.01
H -0.03 -0.02 -0.01
H 0.14 0.05 0.10
H -0.03 0.19 0.06
H 0.08 0.01 0.02
H -0.06 0.11 0.09
H -0.21 -0.01 -0.07
H 0.00 -0.01 -0.11
H -0.06 0.27 0.03
H -0.01 0.10 0.26
H 0.00 0.00 -0.12
H 0.04 -0.07 0.17
H 0.01 -0.14 0.03
O 1.94 -0.02 3.40
P -1.98 -0.27 -6.78
N 0.41 0.25 0.48
C 0.24 -0.44 -0.04
C -0.29 0.30 0.27
N -0.16 -0.08 0.23
C 0.27 -0.46 0.04
C -0.22 -0.04 -0.07
N -0.48 0.35 3.04
C -0.17 -0.36 -0.20
C 0.43 0.33 -0.37
H 0.00 0.00 0.00
H -0.05 0.14 0.16
H -0.03 -0.10 0.17
H 0.07 0.06 -0.10
H -0.07 -0.11 0.00
H -0.06 -0.08 -0.09
H 0.03 -0.02 -0.04
H -0.11 0.11 0.08
H 0.10 0.18 0.04
H -0.10 0.02 0.08
H -0.03 0.12 -0.04
H 0.25 -0.13 -0.21
H 0.06 -0.09 0.05
H 0.17 0.21 0.07
H -0.09 0.27 -0.07
H 0.06 -0.09 0.05
H -0.15 0.08 -0.07
H -0.11 -0.08 -0.07

Atom charges from the Löwdin analysis, given in e for atoms 1 to 8: number 1, C, carries -0.107; number 2, C, carries -0.251; number 3, C, carries -0.201; number 4, C, carries -0.197; number 5, N, carries 0.023; number 6, C, carries -0.156; number 7, C, carries -0.150; number 8, C, carries -0.061


Entry 2:
Computed, not measured: a cluster of 2 separate species, C2H6O in total, with the ωB97M-V functional and the def2-TZVPD basis.

Summary:
HOMO level   -10.17 eV
Spin multiplicity   1
SMILES string   C=O.C
Charge   0

CARTESIAN COORDINATES (ANGSTROEM)
1 C 1.7483 0.0628 -0.9317
2 O 1.9122 0.2455 -2.1022
3 H 0.9176 -0.5965 -0.6618
4 H 2.3531 0.5298 -0.1422
5 C -1.3755 -0.0336 0.7643
6 H -1.3312 -0.7618 -0.0424
7 H -1.8937 0.8722 0.4679
8 H -0.3705 0.1918 1.0985
9 H -1.9601 -0.5103 1.5496

Cartesian forces, eV/Å:
C -0.67 -0.39 -0.41
O 0.61 0.46 -0.38
H 0.01 -0.15 0.66
H 0.14 0.07 0.05
C -0.38 -0.41 0.10
H 0.00 0.21 -0.24
H 0.06 0.05 -0.21
H 0.05 0.06 0.20
H 0.17 0.12 0.23

Atom charges from the Löwdin analysis, given in e for atoms 1 to 8: number 1, C, carries -0.147; number 2, O, carries 0.002; number 3, H, carries 0.053; number 4, H, carries 0.083; number 5, C, carries -0.049; number 6, H, carries 0.014; number 7, H, carries 0.022; number 8, H, carries 0.003


Entry 3:
Computed, not measured: a structure of composition C29H44BF2MnN2O3Se, with the ωB97M-V functional and the def2-TZVPD basis.

Summary:
HOMO level (spin up / spin down)   -3.98 / -4.45 eV
Expectation value of S²   8.76
Spin multiplicity   6
Charge   -1

CARTESIAN COORDINATES (ANGSTROEM)
1 Mn 1.9394 -1.5369 -2.2134
2 C -0.1994 4.7355 2.2627
3 C -0.9068 3.9453 1.1607
4 C -2.0154 3.1047 1.8117
5 C -1.5420 4.9483 0.1876
6 C 0.0476 3.0234 0.4036
7 C -0.4315 2.2329 -0.6283
8 C 0.3944 1.3549 -1.3061
9 Se -0.4048 0.1947 -2.6185
10 C -1.3733 -0.8799 -1.3555
11 C -2.7016 -0.5670 -1.1090
12 C -3.4349 -1.2682 -0.1663
13 C -2.7793 -2.3250 0.4683
14 C -1.4620 -2.6915 0.2400
15 C -0.6788 -1.8993 -0.6556
16 O 0.5922 -2.0882 -0.8159
17 C -0.9182 -3.9020 1.0201
18 C -0.8149 -3.5247 2.5062
19 C -1.8883 -5.0874 0.8696
20 C 0.4555 -4.4154 0.5697
21 C -4.8798 -0.9344 0.1967
22 C -4.9683 -0.5920 1.6912
23 C -5.4068 0.2639 -0.5939
24 C -5.7870 -2.1375 -0.0984
25 C 1.7658 1.2284 -1.0078
26 O 2.5263 0.3804 -1.6700
27 C 2.2718 2.0414 0.0448
28 C 1.4022 2.9011 0.7072
29 C 3.7431 1.9493 0.4644
30 C 4.6474 2.3791 -0.6989
31 C 4.0730 2.8607 1.6508
32 C 4.0873 0.5115 0.8837
33 H -0.9209 5.3774 2.7740
34 H 0.5890 5.3726 1.8559
35 H 0.2462 4.0728 3.0072
36 H -2.7225 3.7474 2.3450
37 H -1.5887 2.3928 2.5210
38 H -2.5702 2.5321 1.0665
39 H -2.2361 5.6091 0.7155
40 H -2.0953 4.4374 -0.6015
41 H -0.7728 5.5609 -0.2873
42 H -1.4795 2.2644 -0.9064
43 H -3.1425 0.2487 -1.6674
44 H -3.3419 -2.8985 1.1971
45 H -1.7858 -3.2308 2.9113
46 H -0.1270 -2.6868 2.6356
47 H -0.4405 -4.3712 3.0901
48 H -2.8855 -4.8712 1.2542
49 H -1.5025 -5.9509 1.4184
50 H -1.9846 -5.3663 -0.1815
51 H 1.2399 -3.6840 0.7380
52 H 0.4674 -4.6661 -0.4909
53 H 0.6851 -5.3206 1.1414
54 H -4.3341 0.2660 1.9238
55 H -4.6379 -1.4275 2.3101
56 H -5.9983 -0.3495 1.9705
57 H -4.8074 1.1580 -0.4096
58 H -6.4349 0.4796 -0.2927
59 H -5.4044 0.0669 -1.6678
60 H -5.4846 -3.0125 0.4792
61 H -5.7363 -2.4028 -1.1562
62 H -6.8268 -1.9080 0.1534
63 H 1.7982 3.5017 1.5119
64 H 4.4386 3.4140 -0.9824
65 H 4.4788 1.7386 -1.5583
66 H 5.6999 2.3081 -0.4072
67 H 3.8967 3.9139 1.4200
68 H 5.1308 2.7465 1.8991
69 H 3.4927 2.5985 2.5381
70 H 3.9292 -0.1861 0.0648
71 H 3.4658 0.2039 1.7279
72 H 5.1359 0.4561 1.1929
73 N 4.5452 0.1828 -3.6159
74 C 5.0656 -0.9193 -2.9951
75 N 6.4208 -1.1236 -3.1607
76 O 4.3869 -1.6960 -2.3373
77 H 5.1836 0.9411 -3.7948
78 H 3.6685 0.4669 -3.1677
79 H 6.8376 -0.7687 -4.0053
80 H 6.7106 -2.0519 -2.8994
81 F 2.6220 -4.2721 -2.9010
82 B 2.0372 -3.3020 -3.6779
83 F 1.7358 -3.7978 -4.9002

Cartesian forces, eV/Å:
Mn -0.25 0.04 -0.40
C 0.01 -0.01 -0.01
C -0.01 0.00 0.01
C -0.01 0.01 0.00
C -0.01 -0.01 0.00
C 0.05 0.03 0.03
C -0.02 -0.05 -0.03
C -0.03 0.07 -0.02
Se 0.07 -0.08 0.12
C 0.00 0.01 -0.03
C -0.01 -0.02 -0.03
C 0.00 -0.01 0.03
C -0.03 0.03 -0.04
C 0.08 0.02 -0.04
C -0.09 -0.02 -0.04
O 0.17 0.06 0.12
C 0.01 -0.02 0.05
C 0.00 0.00 -0.01
C 0.00 0.00 0.02
C 0.00 0.02 -0.01
C -0.02 -0.01 0.00
C -0.01 0.00 0.00
C 0.01 -0.01 -0.01
C 0.00 0.01 0.01
C -0.03 -0.05 -0.03
O 0.09 0.10 -0.01
C 0.02 -0.02 -0.02
C -0.05 0.02 0.01
C 0.02 -0.02 0.02
C -0.02 0.00 0.02
C -0.01 -0.01 0.00
C 0.02 0.00 -0.01
H 0.00 0.00 0.00
H 0.00 0.00 0.00
H 0.00 0.00 0.00
H 0.00 0.00 0.00
H 0.00 0.00 0.00
H 0.00 0.00 0.00
H 0.00 0.00 0.00
H 0.00 0.00 0.00
H 0.00 0.00 0.00
H 0.00 0.00 0.00
H 0.00 0.00 0.00
H 0.00 -0.01 0.00
H 0.00 0.00 0.00
H 0.00 0.00 0.00
H 0.00 0.00 0.00
H 0.00 0.00 0.00
H 0.00 0.00 0.00
H 0.00 0.00 0.00
H 0.00 -0.02 0.01
H 0.01 0.02 0.00
H -0.01 -0.01 0.00
H 0.00 0.00 0.00
H 0.00 0.00 0.00
H 0.00 0.00 0.00
H 0.00 0.00 0.00
H 0.00 0.00 0.00
H 0.00 0.00 0.00
H 0.00 0.00 0.00
H 0.00 0.00 0.00
H 0.00 0.00 0.00
H 0.00 0.00 -0.01
H 0.00 0.00 0.00
H 0.01 -0.01 -0.03
H 0.00 -0.01 0.00
H 0.00 0.00 0.00
H 0.00 0.00 0.00
H 0.00 0.00 0.00
H -0.01 0.00 0.00
H -0.01 0.00 -0.01
H 0.00 0.00 0.01
N -0.05 -0.07 0.19
C -0.12 0.05 -0.08
N 0.03 -0.02 -0.01
O 0.03 -0.01 0.18
H 0.01 -0.02 -0.03
H 0.04 0.07 -0.05
H 0.01 -0.01 0.00
H 0.00 0.00 -0.03
F -0.05 -0.23 -0.35
B 0.11 0.12 0.43
F 0.03 0.06 0.08

Atom charges from the Löwdin analysis, given in e for atoms 1 to 8: number 1, Mn, carries 0.805; number 2, C, carries -0.075; number 3, C, carries -0.559; number 4, C, carries -0.050; number 5, C, carries -0.055; number 6, C, carries -0.183; number 7, C, carries -0.080; number 8, C, carries -0.397


Number 1: largest force on an atom 7.1 eV/A. Number 2: largest force on an atom 0.9 eV/A. Number 3: largest force on an atom 0.5 eV/A.